The following is a quantum chemistry calculation of 2 unconnected molecules or ions with the total composition C28H21N4O10S2 in a non-equilibrium geometry, from the Open Molecules 2025 dataset.

Geometry as XYZ:
```
65
Properties=species:S:1:pos:R:3
C -0.303 1.720 -5.148
C 0.609 1.317 -4.022
C 1.753 2.075 -3.764
C 2.645 1.703 -2.760
C 2.388 0.570 -1.976
S 3.628 0.040 -0.778
O 3.913 -1.364 -0.886
O 4.669 1.033 -0.788
N 2.886 0.095 0.842
C 2.148 1.208 1.267
C 1.875 2.396 0.605
C 1.015 3.307 1.238
N 0.868 4.597 0.647
O 0.188 5.472 1.227
O 1.452 4.813 -0.445
C 0.376 2.969 2.472
C 0.645 1.751 3.103
C 1.548 0.864 2.510
C 1.885 -0.537 2.746
N 0.899 -1.365 3.352
O 0.164 -0.855 4.234
O 0.781 -2.546 2.951
C 2.776 -0.938 1.735
C 1.231 -0.184 -2.213
C 0.348 0.197 -3.224
H -1.171 1.058 -5.215
H -0.651 2.751 -5.009
H 0.212 1.694 -6.118
H 1.958 2.959 -4.375
H 3.537 2.296 -2.580
H 2.331 2.656 -0.342
H -0.328 3.667 2.922
H 0.170 1.475 4.043
H 3.320 -1.863 1.643
H 1.037 -1.067 -1.611
H -0.554 -0.389 -3.423
C 8.819 -6.022 0.631
C 8.273 -4.781 0.281
C 7.023 -4.392 0.775
C 6.319 -5.233 1.637
S 4.647 -4.748 2.161
C 4.669 -3.357 3.218
C 4.033 -3.380 4.503
C 4.670 -2.907 5.707
C 3.992 -2.804 6.911
C 2.606 -3.077 6.965
N 1.881 -2.578 8.073
O 0.646 -2.753 8.130
O 2.542 -1.951 8.942
C 1.952 -3.602 5.820
C 2.672 -3.844 4.666
O 3.932 -4.404 0.941
O 4.286 -5.937 2.907
C 6.880 -6.461 2.025
C 8.119 -6.855 1.513
H 9.774 -6.347 0.206
H 8.803 -4.111 -0.399
H 6.572 -3.444 0.491
H 5.379 -2.579 2.926
H 5.727 -2.630 5.646
H 4.485 -2.431 7.808
H 0.873 -3.759 5.865
H 2.201 -4.360 3.828
H 6.352 -7.120 2.709
H 8.527 -7.829 1.796
```

Its charge is -1. The strongest force on any atom comes out at 2.9 eV Å⁻¹. The energy is -2847.09935 a.u. As for the spin multiplicity: 1. The LUMO energy is 0.7 eV. As for the relative energy (zero: lowest compared OMol25 entry of this formula, charge and spin): 122.5 kJ/mol. For the HOMO energy, the calculation gives -0.1433 Eh. The calculation puts the orbital gap at 4.55 eV.

=====

The following is a quantum chemistry calculation of a molecular structure, C28H22AgN2P, from the Open Molecules 2025 dataset.

Geometry as XYZ:
```
54
Properties=species:S:1:pos:R:3
Ag 0.784 0.356 -1.237
C -1.010 -3.467 -3.076
C 0.050 -4.059 -3.746
C 1.306 -3.490 -3.650
C 1.481 -2.342 -2.880
N 0.458 -1.797 -2.213
C -0.751 -2.338 -2.320
C 2.777 -1.628 -2.774
C 3.902 -1.991 -3.512
C 5.050 -1.226 -3.423
C 5.063 -0.128 -2.578
C 3.918 0.145 -1.851
N 2.804 -0.574 -1.951
H -2.011 -3.870 -3.132
H -0.104 -4.947 -4.345
H 2.139 -3.944 -4.168
H -1.539 -1.841 -1.768
H 3.884 -2.860 -4.153
H 5.923 -1.481 -4.009
H 5.937 0.500 -2.478
H 3.883 0.971 -1.150
C -0.227 1.986 5.800
C 0.063 2.976 4.875
C 0.142 2.671 3.523
C -0.104 1.376 3.071
C -0.340 0.375 4.018
C -0.405 0.679 5.368
P 0.003 0.921 1.280
C -1.377 -0.306 1.242
C -1.069 -1.659 1.142
C -2.071 -2.621 1.202
C -3.393 -2.231 1.346
C -3.710 -0.881 1.438
C -2.709 0.075 1.395
C -0.711 2.301 0.318
C -1.520 3.334 0.782
C -2.000 4.277 -0.116
C -1.675 4.164 -1.459
C -0.887 3.113 -1.913
C -0.361 2.154 -1.044
H -0.306 2.228 6.852
H 0.233 3.993 5.208
H 0.409 3.442 2.812
H -0.476 -0.649 3.696
H -0.597 -0.108 6.088
H -0.033 -1.959 1.024
H -1.823 -3.673 1.132
H -4.179 -2.976 1.385
H -4.742 -0.574 1.554
H -2.957 1.126 1.472
H -1.790 3.407 1.829
H -2.626 5.091 0.230
H -2.041 4.904 -2.162
H -0.670 3.057 -2.975
```

Its charge is 0. The strongest force on any atom comes out at 0.6 eV Å⁻¹. The energy is -1677.99254 a.u. As for the spin multiplicity: 1. The LUMO energy is -0.4 eV. For the HOMO energy, the calculation gives -0.2522 Eh. The calculation puts the orbital gap at 6.47 eV.

=====

The following is a quantum chemistry calculation of a molecular structure, C28H22NiO6P, from the Open Molecules 2025 dataset.

Geometry as XYZ:
```
58
Properties=species:S:1:pos:R:3
Ni -0.107 -0.617 0.123
O -1.637 -2.388 -3.144
C -1.592 -1.618 -2.192
O -0.818 -1.764 -1.181
C -2.596 -0.465 -2.202
C -3.848 -0.762 -2.746
C -4.858 0.180 -2.774
C -4.631 1.456 -2.273
C -3.387 1.772 -1.758
C -2.361 0.824 -1.721
P -0.718 1.262 -1.059
C -1.162 2.507 0.202
C -1.875 2.038 1.309
C -2.276 2.915 2.301
C -1.945 4.263 2.218
C -1.211 4.727 1.139
C -0.826 3.852 0.129
C 0.049 2.265 -2.382
C -0.661 2.832 -3.438
C -0.012 3.621 -4.376
C 1.352 3.858 -4.265
C 2.067 3.287 -3.223
C 1.423 2.484 -2.292
H -3.998 -1.757 -3.143
H -5.827 -0.081 -3.183
H -5.417 2.201 -2.282
H -3.206 2.766 -1.365
H -2.101 0.979 1.396
H -2.831 2.540 3.153
H -2.243 4.946 3.004
H -0.929 5.771 1.081
H -0.256 4.222 -0.715
H -1.723 2.650 -3.537
H -0.573 4.052 -5.197
H 1.855 4.479 -4.996
H 3.132 3.458 -3.131
H 1.988 2.017 -1.494
O 3.637 3.257 1.111
C 2.782 3.280 2.146
C 2.845 4.349 3.042
C 1.970 4.412 4.110
C 1.017 3.417 4.309
C 0.951 2.360 3.419
C 1.821 2.272 2.337
C 1.726 1.127 1.374
O 2.593 1.035 0.475
O 0.781 0.301 1.553
H 3.368 2.447 0.588
H 3.589 5.117 2.872
H 2.029 5.249 4.796
H 0.329 3.474 5.143
H 0.220 1.571 3.536
C 0.494 -3.219 1.289
C -0.386 -1.995 1.323
O -1.311 -1.881 2.094
H 0.153 -3.969 2.006
H 1.517 -2.912 1.514
H 0.484 -3.617 0.273
```

Its charge is -1. The strongest force on any atom comes out at 0.5 eV Å⁻¹. The energy is -3381.45945 a.u. As for the spin multiplicity: 1. The LUMO energy is 2.7 eV. For the HOMO energy, the calculation gives -0.1671 Eh. The calculation puts the orbital gap at 7.25 eV.

=====

The following is a quantum chemistry calculation of a molecular structure, C28H23BCrNO8 in a non-equilibrium geometry, from the Open Molecules 2025 dataset.

Geometry as XYZ:
```
62
Properties=species:S:1:pos:R:3
C 3.583 -4.167 -0.913
C 3.393 -2.736 -0.977
C 4.125 -1.817 -1.676
C 3.472 -0.571 -1.513
C 2.359 -0.774 -0.727
B 0.937 0.012 -0.528
N -0.454 -0.511 -1.155
C -0.481 -0.933 -2.572
C -0.903 -1.571 -0.208
C -0.360 -1.074 1.115
O -0.756 -1.380 2.215
O 0.637 -0.136 0.893
C -1.234 0.771 -0.985
C -0.233 1.863 -1.267
O -0.438 3.016 -1.584
O 1.028 1.368 -1.073
O 2.342 -2.120 -0.370
H 3.739 -4.514 -1.936
H 4.497 -4.395 -0.362
H 2.747 -4.718 -0.485
H 4.998 -2.025 -2.279
H 3.785 0.396 -1.889
H -1.512 -0.834 -2.933
H 0.195 -0.311 -3.174
H -0.169 -1.984 -2.646
H -2.001 -1.646 -0.205
H -0.461 -2.546 -0.479
H -2.111 0.779 -1.638
H -1.594 0.878 0.048
O -0.097 8.663 0.543
C 0.897 8.094 0.332
Cr 2.514 7.112 0.235
C 1.813 6.286 1.798
O 1.283 6.033 2.809
C 3.170 8.366 1.523
O 3.414 9.093 2.399
C 3.230 7.739 -1.697
C 2.157 6.844 -1.856
C 2.200 5.582 -1.242
C 3.363 5.108 -0.588
C 3.353 3.747 -0.129
C 3.134 2.590 0.262
C 2.830 1.425 0.925
C 2.129 1.594 2.182
C 2.323 0.753 3.303
C 1.442 0.813 4.380
C 0.435 1.793 4.418
C 0.387 2.765 3.420
C 1.235 2.681 2.324
C 4.327 6.096 -0.266
C 4.303 7.368 -0.873
H 3.193 8.728 -2.165
H 1.276 7.114 -2.439
H 1.360 4.889 -1.330
H 3.317 0.498 0.695
H 3.144 0.033 3.273
H 1.529 0.090 5.191
H -0.278 1.820 5.240
H -0.311 3.602 3.476
H 1.211 3.408 1.509
H 5.135 5.846 0.426
H 5.107 8.082 -0.683
```

Its charge is +3. The strongest force on any atom comes out at 5.6 eV Å⁻¹. The energy is -2805.75095 a.u. As for the spin multiplicity: 3. The LUMO energy (alpha / beta) is -11.2 / -11.9 eV. As for the relative energy (zero: lowest compared OMol25 entry of this formula, charge and spin): 39.6 kJ/mol. As for the expectation value of S²: 2.0275. For the HOMO energy (alpha / beta), the calculation gives -0.6435 / -0.6253 Eh. The calculation puts the orbital gap (alpha / beta) at 6.34 / 5.14 eV.